1.
{"formula": "C4H6O2", "method": "ωB97M-V/def2-TZVPD", "species": ["C", "C", "O", "C", "C", "O", "H", "H", "H", "H", "H", "H"], "coordinates": [[-1.494, -0.489, -0.226], [-0.430, -0.141, 0.633], [0.865, -1.082, 0.074], [1.577, 0.105, -0.221], [0.505, 1.003, 0.324], [0.424, 2.171, 0.525], [-2.097, 0.351, -0.529], [-0.848, -0.676, -1.163], [-2.137, -1.331, -0.124], [-0.656, -0.335, 1.678], [1.772, 0.220, -1.290], [2.519, 0.203, 0.319]], "smiles": "C[C@H]1OCC1=O", "total_charge": 0, "homo_lumo_gap_ev": 10.978, "de_lowest_kj_mol": 261.9, "energy_ev": -8337.7463, "largest_force_ha_per_bohr": 0.0986}


2.
{"formula": "C2H3Cl2P", "method": "ωB97M-V/def2-TZVPD", "species": ["C", "C", "P", "Cl", "Cl", "H", "H", "H"], "coordinates": [[-0.204, 0.246, -0.601], [0.263, -1.831, 1.163], [-1.057, 0.976, 0.654], [-0.501, -1.146, 2.614], [-0.910, -2.943, 0.464], [0.229, -0.736, -0.188], [1.332, -2.181, 1.277], [-1.599, 1.972, 0.013]], "total_charge": 0, "homo_lumo_gap_ev": [7.787, 7.812], "de_lowest_kj_mol": 645.6, "energy_ev": -36449.8704, "largest_force_ha_per_bohr": 0.0655}


3.
{"formula": "C9H12NOP", "method": "ωB97M-V/def2-TZVPD", "species": ["C", "C", "C", "C", "C", "C", "C", "C", "C", "N", "O", "P", "H", "H", "H", "H", "H", "H", "H", "H", "H", "H", "H", "H"], "coordinates": [[-1.922, 2.481, -1.478], [-2.548, 2.144, -0.300], [-0.626, 2.004, -1.748], [-1.876, 1.174, 0.540], [-0.040, 1.083, -0.982], [-0.705, 0.606, 0.143], [2.105, -1.769, 0.333], [0.835, -1.953, -0.545], [1.942, -0.680, 1.375], [-0.213, -2.093, 0.376], [-0.986, -0.712, 2.507], [-0.139, -0.700, 1.312], [-2.293, 3.121, -2.260], [-3.489, 2.628, 0.011], [-0.093, 2.472, -2.574], [-2.187, 0.903, 1.599], [1.069, 0.823, -1.035], [2.218, -2.812, 0.726], [3.029, -1.517, -0.168], [0.543, -1.160, -1.123], [1.042, -2.784, -1.185], [2.255, -0.869, 2.330], [2.241, 0.457, 1.068], [-0.166, -2.846, 1.077]], "total_charge": 0, "homo_lumo_gap_ev": 10.307, "de_lowest_kj_mol": 0.0, "energy_ev": -22353.5635, "largest_force_ha_per_bohr": 0.1098}


4.
{"formula": "C23H55B2NO11P2", "method": "ωB97M-V/def2-TZVPD", "species": ["C", "C", "C", "N", "B", "C", "B", "O", "O", "O", "C", "C", "C", "C", "C", "C", "C", "H", "H", "H", "H", "H", "H", "H", "H", "H", "H", "H", "H", "H", "H", "H", "H", "H", "H", "H", "H", "H", "H", "H", "H", "H", "C", "C", "O", "P", "O", "O", "C", "C", "O", "C", "C", "H", "H", "H", "H", "H", "H", "H", "H", "H", "H", "H", "H", "H", "H", "H", "C", "C", "O", "P", "O", "O", "C", "C", "O", "C", "C", "H", "H", "H", "H", "H", "H", "H", "H", "H", "H", "H", "H", "H", "H", "H"], "coordinates": [[-0.973, 1.842, -2.021], [-1.460, 0.675, -2.897], [-0.626, -0.602, -2.919], [-2.522, 0.865, -3.563], [-2.589, 0.358, -4.927], [-1.487, 0.597, -6.049], [-0.840, 2.040, -6.052], [0.551, 2.153, -5.834], [-1.533, 3.210, -6.220], [-3.729, -0.375, -5.299], [-4.937, 0.380, -5.174], [-5.886, -0.341, -4.188], [-6.034, -1.794, -4.712], [-7.303, 0.284, -4.262], [-7.443, 1.556, -3.352], [-7.499, 2.777, -4.305], [-8.768, 1.504, -2.564], [-0.533, 2.557, -2.729], [-1.877, 2.312, -1.626], [-0.267, 1.537, -1.247], [-1.192, -1.494, -2.648], [0.176, -0.471, -2.180], [-0.109, -0.744, -3.875], [-1.975, 0.460, -7.027], [-0.728, -0.195, -6.001], [0.728, 1.541, -5.105], [-1.006, 3.883, -5.764], [-4.717, 1.392, -4.802], [-5.479, 0.442, -6.128], [-5.531, -0.303, -3.154], [-6.385, -1.761, -5.750], [-5.102, -2.359, -4.629], [-6.765, -2.311, -4.077], [-8.078, -0.448, -4.003], [-7.521, 0.598, -5.293], [-6.579, 1.604, -2.680], [-7.702, 3.718, -3.782], [-6.603, 2.835, -4.931], [-8.348, 2.590, -4.979], [-9.560, 1.069, -3.188], [-8.695, 0.875, -1.668], [-9.090, 2.506, -2.258], [7.038, -2.549, 0.894], [6.589, -2.840, -0.525], [5.251, -2.416, -0.760], [4.912, -0.884, -1.255], [5.991, -0.638, -2.263], [3.638, -1.167, -2.248], [3.671, -0.746, -3.613], [4.139, -1.872, -4.515], [3.829, -0.562, -0.068], [3.729, -1.200, 1.199], [4.490, -0.425, 2.260], [7.089, -1.472, 1.071], [8.029, -2.969, 1.076], [6.346, -2.975, 1.622], [7.287, -2.395, -1.236], [6.605, -3.918, -0.696], [4.291, 0.141, -3.730], [2.652, -0.460, -3.884], [5.023, -2.371, -4.118], [4.366, -1.496, -5.514], [3.360, -2.632, -4.604], [4.023, -2.247, 1.176], [2.669, -1.199, 1.459], [5.503, -0.191, 1.929], [4.536, -0.986, 3.194], [3.998, 0.529, 2.458], [3.835, -0.706, 9.284], [3.332, -1.177, 7.934], [2.025, -0.692, 7.651], [1.790, 0.768, 6.926], [2.863, 0.767, 5.879], [0.476, 0.436, 6.004], [0.514, 0.637, 4.591], [0.881, -0.647, 3.874], [0.764, 1.354, 8.060], [0.646, 0.930, 9.412], [1.486, 1.789, 10.341], [3.972, 0.378, 9.289], [4.795, -1.169, 9.518], [3.130, -0.958, 10.078], [4.044, -0.904, 7.154], [3.262, -2.266, 7.934], [1.198, 1.444, 4.334], [-0.484, 0.958, 4.285], [1.731, -1.151, 4.335], [1.117, -0.446, 2.828], [0.046, -1.350, 3.907], [0.858, -0.129, 9.543], [-0.407, 1.055, 9.674], [2.508, 1.889, 9.973], [1.505, 1.368, 11.347], [1.074, 2.798, 10.398]], "smiles": "CC(C)=NB(CB(O)O)OC[C@H](C)CC(C)C.CCOP(=O)(OCC)OCC.CCOP(=O)(OCC)OCC", "total_charge": 0, "homo_lumo_gap_ev": 8.808, "energy_ev": -68691.4949, "largest_force_ha_per_bohr": 0.1349}


5.
{"formula": "F2H2O2P", "method": "ωB97M-V/def2-TZVPD", "species": ["O", "O", "F", "F", "P", "H", "H"], "coordinates": [[0.091, -1.384, 0.074], [0.079, 0.596, -1.230], [-1.923, 1.276, 1.328], [1.387, 0.445, 0.892], [0.112, 0.116, 0.186], [-0.080, -2.167, 0.672], [0.335, 1.118, -1.923]], "total_charge": 1, "homo_lumo_gap_ev": [10.718, 9.142], "de_lowest_kj_mol": 537.1, "energy_ev": -18840.7376, "largest_force_ha_per_bohr": 0.0775}


6.
{"formula": "C4H10NOP", "method": "ωB97M-V/def2-TZVPD", "species": ["C", "P", "O", "C", "H", "H", "H", "H", "H", "C", "N", "C", "H", "H", "H", "H", "H"], "coordinates": [[-1.946, 1.895, 0.548], [-1.593, 0.821, -0.670], [-1.835, -0.746, 0.185], [-1.535, -2.042, -0.301], [-2.051, 1.605, 1.533], [-1.715, 2.857, 0.308], [-2.424, -2.468, -0.802], [-1.143, -2.520, 0.541], [-0.582, -1.955, -0.846], [1.178, -0.029, 1.097], [0.903, 0.562, 0.041], [2.037, 0.837, -0.821], [2.210, -0.128, 1.408], [0.288, -0.442, 1.733], [1.945, 1.686, -1.432], [3.038, 1.083, -0.187], [2.103, -0.137, -1.391]], "smiles": "C=POC.C=NC", "total_charge": 0, "homo_lumo_gap_ev": 8.998, "de_lowest_kj_mol": 374.9, "energy_ev": -17133.0829, "largest_force_ha_per_bohr": 0.0722}